Entry 1:
14
Properties=species:S:1:pos:R:3:nbo_charge:R:1 method="wB97M-V/def2-TZVPD" homo_lumo_gap_ev=9.397 energy_ha=-307.5608 de_lowest_kcal_mol=95.15
C 1.251 -0.772 0.002 -0.278
C 0.836 0.373 0.735 0.046
O 1.399 1.585 0.514 -0.705
C -0.299 0.171 -0.565 0.264
O -0.156 1.150 -1.356 -0.733
C -1.622 -0.261 0.063 -0.630
H 1.060 -1.773 0.381 0.235
H 2.014 -0.652 -0.763 0.253
H 0.091 -0.877 -1.033 0.201
H 0.371 0.224 1.709 0.188
H 0.914 1.895 -0.316 0.496
H -2.335 -0.491 -0.733 0.228
H -2.020 0.568 0.656 0.228
H -1.503 -1.139 0.706 0.208

=====

Entry 2:
14
Properties=species:S:1:pos:R:3:nbo_charge:R:1 method="wB97M-V/def2-TZVPD" homo_lumo_gap_ev=8.742 energy_ha=-307.4778 de_lowest_kcal_mol=147.23
C 0.852 1.126 0.615 -0.622
C 0.042 -0.530 0.781 0.139
C -1.397 -0.493 0.276 -0.178
O -1.643 -0.772 -1.091 -0.725
C 1.040 -0.168 -0.637 -0.031
O 0.793 -1.395 -0.074 -0.531
H -0.031 1.544 1.095 0.245
H 1.105 1.864 -0.170 0.197
H 1.667 1.084 1.334 0.235
H -1.852 0.477 0.488 0.187
H -1.905 -1.234 0.914 0.192
H -1.186 -1.605 -1.278 0.470
H 2.104 0.011 -0.767 0.210
H 0.410 0.088 -1.486 0.211

=====

Entry 3:
14
Properties=species:S:1:pos:R:3:nbo_charge:R:1 method="wB97M-V/def2-TZVPD" homo_lumo_gap_ev=8.253 energy_ha=-307.4702 de_lowest_kcal_mol=152.00
C -0.880 -0.887 0.238 0.220
C -1.332 0.440 0.019 -0.305
O -0.364 1.359 -0.401 -0.506
C 0.862 1.144 0.264 -0.101
C 1.342 -0.278 0.019 -0.113
O 0.375 -1.238 0.474 -0.467
H -1.606 -1.616 0.585 0.237
H -0.900 -1.474 -1.436 -0.277
H -1.397 -0.493 -1.037 0.313
H -2.182 0.827 0.574 0.212
H 0.752 1.323 1.344 0.176
H 1.588 1.853 -0.146 0.201
H 2.264 -0.506 0.558 0.206
H 1.477 -0.454 -1.056 0.205

=====

Entry 4:
14
Properties=species:S:1:pos:R:3:nbo_charge:R:1 method="wB97M-V/def2-TZVPD" homo_lumo_gap_ev=11.168 energy_ha=-307.6373 smiles=OCC[C@H]1CO1 de_lowest_kcal_mol=47.13
O 1.728 1.022 0.677 -0.727
C 1.655 -0.214 0.005 -0.054
C 0.289 -0.881 0.182 -0.462
C -0.807 -0.158 -0.573 0.055
C -1.910 0.523 0.109 -0.104
O -0.833 1.269 -0.445 -0.520
H 0.964 1.539 0.380 0.485
H 1.884 -0.106 -1.069 0.154
H 2.431 -0.852 0.440 0.181
H 0.327 -1.920 -0.167 0.219
H 0.063 -0.900 1.255 0.214
H -0.977 -0.484 -1.601 0.187
H -1.946 0.504 1.198 0.185
H -2.868 0.658 -0.391 0.187

=====

Entry 5:
14
Properties=species:S:1:pos:R:3:nbo_charge:R:1 method="wB97M-V/def2-TZVPD" homo_lumo_gap_ev=11.026 energy_ha=-307.5877 smiles=CO[C@H]1O[C@@H]1C de_lowest_kcal_mol=78.26
C -1.944 0.560 -0.079 -0.240
O -1.716 -0.794 -0.195 -0.545
C -0.332 -1.081 0.257 0.344
O 0.455 -1.861 -0.461 -0.495
C 0.627 -0.190 -0.446 0.020
C 1.888 0.315 0.186 -0.659
H -2.818 0.835 -0.666 0.199
H -2.037 0.886 0.965 0.157
H -0.937 1.055 -0.428 0.153
H -0.307 -1.093 1.356 0.153
H 0.465 0.049 -1.493 0.225
H 1.951 1.402 0.091 0.232
H 1.952 0.035 1.234 0.221
H 2.753 -0.120 -0.321 0.235

=====

Entry 6:
14
Properties=species:S:1:pos:R:3:nbo_charge:R:1 method="wB97M-V/def2-TZVPD" homo_lumo_gap_ev=8.889 energy_ha=-307.5501 de_lowest_kcal_mol=101.86
C 1.606 1.077 -0.594 -0.607
C 0.663 0.932 0.552 -0.582
C -1.756 0.132 -0.455 0.127
O -2.043 -0.768 0.485 -0.535
C -1.489 -2.045 0.437 0.648
O -0.632 -2.394 -0.306 -0.510
H 1.413 2.021 -1.090 0.205
H 2.647 1.036 -0.265 0.207
H 1.423 0.286 -1.314 0.203
H 0.846 1.690 1.303 0.210
H 0.795 -0.041 1.021 0.197
H -0.393 1.110 0.219 0.207
H -1.099 -0.387 -1.192 0.093
H -1.982 -2.649 1.199 0.136

=====

Entry 7:
14
Properties=species:S:1:pos:R:3:nbo_charge:R:1 method="wB97M-V/def2-TZVPD" homo_lumo_gap_ev=9.635 energy_ha=-307.5713 de_lowest_kcal_mol=88.58
C 2.165 0.960 0.583 -0.624
C 0.983 0.024 0.555 -0.099
O -0.186 0.867 0.435 -0.510
C -1.396 0.405 0.319 0.465
O -1.416 -0.933 0.209 -0.564
C -2.238 -0.893 -1.033 -0.297
H 2.209 1.540 -0.344 0.215
H 2.076 1.659 1.419 0.217
H 3.091 0.387 0.684 0.215
H 1.037 -0.673 -0.284 0.189
H 0.905 -0.557 1.477 0.190
H -3.261 -0.508 -0.911 0.216
H -2.172 -1.941 -1.226 0.197
H -1.796 -0.337 -1.883 0.191

=====

Entry 8:
14
Properties=species:S:1:pos:R:3:nbo_charge:R:1 method="wB97M-V/def2-TZVPD" homo_lumo_gap_ev=9.941 energy_ha=-307.6613 smiles="C=C(O)CCO" de_lowest_kcal_mol=32.08
C -0.096 1.811 0.966 -0.540
C 0.219 0.965 -0.014 0.340
O -0.238 1.169 -1.294 -0.711
C 0.993 -0.317 0.096 -0.489
C 0.166 -1.518 -0.396 -0.052
O 0.024 -1.555 -1.796 -0.722
H 0.335 1.746 1.956 0.216
H -0.823 2.600 0.789 0.194
H -0.606 2.063 -1.324 0.488
H 1.908 -0.280 -0.509 0.227
H 1.275 -0.468 1.143 0.224
H -0.814 -1.520 0.111 0.158
H 0.680 -2.443 -0.118 0.182
H -0.337 -0.698 -2.065 0.483

=====

Entry 9:
15
Properties=species:S:1:pos:R:3:nbo_charge:R:1 method="wB97M-V/def2-TZVPD" homo_lumo_gap_ev=9.782 energy_ha=-705.7565 de_lowest_kcal_mol=87.27
C 0.839 -1.113 -0.585 -0.585
C 0.104 -0.391 0.294 0.181
C 1.735 0.622 1.554 -0.263
C -1.794 0.352 -1.455 -0.797
O -2.551 -0.086 1.106 -0.950
O 0.382 0.515 1.211 -0.484
S -1.768 -0.755 0.067 1.226
H 0.308 -1.623 -1.353 0.217
H 1.846 -1.159 -0.426 0.206
H 2.399 1.267 0.829 0.182
H 2.146 -0.373 1.331 0.179
H 1.908 0.983 2.612 0.215
H -2.772 0.504 -1.819 0.227
H -1.148 -0.106 -2.133 0.217
H -1.633 1.362 -1.233 0.230

=====

Entry 10:
15
Properties=species:S:1:pos:R:3:nbo_charge:R:1 method="wB97M-V/def2-TZVPD" homo_lumo_gap_ev=9.831 energy_ha=-705.8111 smiles="COCSCC=O" de_lowest_kcal_mol=53.05
C 1.291 -1.331 -1.174 -0.266
O -0.096 -1.300 -1.533 -0.545
C -0.970 -0.472 -0.913 -0.209
S -1.376 -0.782 0.811 0.195
C -0.299 0.435 1.569 -0.661
C -0.454 1.870 1.184 0.436
O -1.064 2.277 0.249 -0.508
H 1.831 -0.383 -1.553 0.168
H 1.661 -2.185 -1.782 0.213
H 1.432 -1.377 -0.016 0.173
H -0.522 0.486 -0.918 0.187
H -1.878 -0.353 -1.592 0.222
H 0.686 0.157 1.248 0.238
H -0.379 0.396 2.628 0.248
H 0.136 2.561 1.792 0.108

=====

Entry 11:
15
Properties=species:S:1:pos:R:3:nbo_charge:R:1 method="wB97M-V/def2-TZVPD" homo_lumo_gap_ev=9.292 energy_ha=-705.7138 de_lowest_kcal_mol=114.09
C -1.811 -0.924 -0.435 -0.313
C 0.619 -1.043 -0.228 0.236
C 0.597 0.474 -0.464 0.003
C 0.563 1.052 0.959 -0.668
H -1.916 0.275 -0.210 0.210
H -2.546 -1.496 0.520 0.224
H -1.998 -1.346 -1.594 0.236
H -0.513 0.724 -0.892 0.184
H -0.283 0.715 1.610 0.224
H 0.484 2.076 0.966 0.222
H 1.479 1.059 1.621 0.228
H 2.397 0.932 -0.409 0.469
O -0.570 -1.544 -0.146 -0.519
O 1.547 0.992 -1.276 -0.656
S 1.952 -1.945 -0.024 -0.079

=====

Entry 12:
15
Properties=species:S:1:pos:R:3:nbo_charge:R:1 method="wB97M-V/def2-TZVPD" homo_lumo_gap_ev=4.188 energy_ha=-382.6998 de_lowest_kcal_mol=166.27
O -0.076 -1.739 -0.893 -0.511
C -0.563 -1.967 0.209 0.235
C -1.791 -1.479 0.708 -0.270
C 0.457 1.701 0.921 -0.283
C -0.067 1.727 -0.378 0.257
O 0.487 1.829 -1.486 -0.514
H 0.146 -2.517 0.887 0.141
H -2.195 -1.881 1.648 0.199
H -2.433 -0.755 0.250 0.205
H 1.523 1.500 1.032 0.212
H -0.065 2.152 1.754 0.212
H -1.169 1.806 -0.441 0.117
H 1.526 -0.727 -1.677 0.482
H 1.950 0.630 -1.274 0.471
O 2.269 -0.279 -1.260 -0.954